2 unconnected molecules or ions with the total composition C4H15N2O. Source: OMol25; level of theory: wB97M-V/def2-TZVPD.

Structure (XYZ):
```
22
Properties=species:S:1:pos:R:3:mulliken_charge:R:1
H 2.62519 0.86040 -1.44264 0.302
C -0.48017 0.52737 1.58986 -0.740
C -1.87648 -0.02291 -0.47472 -1.515
H 1.24110 -2.48649 -1.33399 0.363
N 0.16497 1.78929 1.80994 -0.472
H -0.43073 2.59606 1.83998 0.212
H 0.51791 -1.01192 -2.04515 0.358
C -0.49518 0.05503 0.11973 0.405
H 1.11369 1.95181 1.52663 0.181
H 2.56361 2.29576 -0.92556 0.331
C 0.37684 -1.82515 -1.35505 -0.931
H 1.03364 -1.25795 0.49788 0.419
H -2.49833 -0.70161 0.13760 0.426
H -0.05504 -0.24991 2.23774 0.294
H -0.41503 -2.00776 0.54722 0.396
H -0.46047 -2.45074 -1.67513 0.361
O 2.56936 1.38018 -0.62341 -0.635
H 0.17516 0.70271 -0.44479 0.247
H -2.39275 0.93795 -0.44620 0.403
H -1.50409 0.65602 1.91401 0.361
H -1.89887 -0.42890 -1.49076 0.412
N 0.12566 -1.30924 0.03680 -0.176
```

Properties
relative energy (zero: lowest compared OMol25 entry of this formula, charge and spin): 115.9 kJ/mol
DFT total energy: -9412.46107 eV
HOMO level: -12.633 eV
net charge: +1
frontier orbital gap: 0.3495 Eh


2 unconnected molecules or ions with the total composition C4H15N2O. Source: OMol25; level of theory: wB97M-V/def2-TZVPD.

Structure (XYZ):
```
22
Properties=species:S:1:pos:R:3:mulliken_charge:R:1
C 1.46165 2.69792 0.20366 -1.260
H 1.21352 2.88532 1.25998 0.375
H 1.50064 -0.66702 1.10464 0.377
C 0.99175 1.36430 -0.34860 -0.543
H -0.65951 -4.07139 -1.74979 0.316
C -0.95351 -0.29801 -0.37079 -0.680
H 2.54490 2.67895 0.33375 0.342
H 0.77361 0.07401 2.35739 0.348
N -1.71105 -1.21754 0.43736 -0.579
H -1.83473 -2.17040 0.10984 0.198
H 1.09514 3.52095 -0.39722 0.315
H -0.47181 -0.71661 -1.25526 0.406
H -2.35361 -0.85532 1.10591 0.174
O -1.23215 -3.30371 -1.79900 -0.623
H 0.62134 1.49962 -1.36866 0.397
C -0.04612 0.59303 0.49241 -0.175
H -1.62551 0.39221 -0.90165 0.391
H -0.58134 1.40872 0.98002 0.342
N 0.59441 -0.35271 1.44771 -0.194
H 1.80295 0.63806 -0.50454 0.373
H 0.00130 -1.19393 1.53393 0.383
H -1.13188 -2.90647 -2.67109 0.317
```

Properties
relative energy (zero: lowest compared OMol25 entry of this formula, charge and spin): 112.5 kJ/mol
DFT total energy: -9412.49646 eV
HOMO level: -13.329 eV
net charge: +1
frontier orbital gap: 0.3748 Eh


A molecular structure, C4H15N2O2. Source: OMol25; level of theory: wB97M-V/def2-TZVPD.

Structure (XYZ):
```
23
Properties=species:S:1:pos:R:3:mulliken_charge:R:1
H -0.46790 -0.03297 -0.33925 0.375
H -1.94067 1.04283 0.10955 0.336
C -0.63595 -1.83535 -1.70670 -0.575
H -0.81468 -2.33787 1.02367 0.364
H -0.60201 2.89156 1.04657 0.362
H -0.60249 1.40205 2.00853 0.325
H -0.87342 1.71472 -0.89403 0.355
C -0.29161 1.84777 1.06584 -0.663
H -1.68551 -0.49079 -2.57870 0.330
H 2.68387 2.48895 1.99340 0.329
H 0.52009 -3.17319 0.18471 0.352
O -0.82506 -0.85195 -2.69645 -0.510
N 0.05288 -1.24226 -0.54328 -0.194
H -0.04029 -2.62994 -2.15177 0.394
H 0.97977 -0.98502 -0.86053 0.353
H -1.58735 -2.25248 -1.37385 0.364
H 1.51308 2.26302 -0.01258 0.300
H 1.60314 0.76871 0.96242 0.255
C 0.16496 -2.21887 0.56714 -0.921
O 1.71366 2.53531 2.02234 -0.503
N -0.94570 1.14492 -0.06860 -0.419
C 1.21817 1.79211 0.93251 -0.334
H 0.86302 -1.84126 1.30909 0.324
```

Properties
relative energy (zero: lowest compared OMol25 entry of this formula, charge and spin): 152.1 kJ/mol
DFT total energy: -11459.68123 eV
HOMO level: -14.180 eV
net charge: +1
frontier orbital gap: 0.4090 Eh


3 unconnected molecules or ions with the total composition C4H15N2O2. Source: OMol25; level of theory: wB97M-V/def2-TZVPD.

Structure (XYZ):
```
23
Properties=species:S:1:pos:R:3:mulliken_charge:R:1
N -0.78972 1.60125 0.06472 -0.459
C 1.75804 -0.14111 0.90390 -0.663
H 2.33348 -0.63968 1.67728 0.396
H -1.86121 -2.12850 -3.14248 0.305
H -0.20664 -1.06244 -1.66828 0.305
H -0.28500 0.37539 -0.91829 0.176
H -1.25458 2.12839 -0.68260 0.296
H -2.86869 -0.04634 1.70028 0.296
C 0.69993 -1.03561 0.22793 -0.521
H -0.17766 -1.22798 0.87056 0.299
O -0.96860 -2.41905 -2.91942 -0.658
H -1.47847 0.56426 1.00104 0.427
H 2.49738 0.08892 0.13534 0.340
H 1.89490 1.76758 1.92118 0.399
O -1.91556 -0.06189 1.62287 -0.642
H -0.94856 -3.25278 -3.41032 0.306
H 0.31808 0.95709 2.05929 0.369
H 0.60059 3.03280 0.52719 0.435
N 0.33780 -0.44934 -1.04354 -0.196
C 1.16172 1.15766 1.39939 -0.636
H 1.16866 1.92090 -0.68635 0.442
H 1.16350 -1.98828 -0.02102 0.492
C 0.53376 1.95649 0.23413 -0.508
```

Properties
relative energy (zero: lowest compared OMol25 entry of this formula, charge and spin): 603.8 kJ/mol
DFT total energy: -11454.99974 eV
HOMO level: -14.688 eV
net charge: +1
frontier orbital gap: 0.2287 Eh


2 unconnected molecules or ions with the total composition C4H15N2O2. Source: OMol25; level of theory: wB97M-V/def2-TZVPD.

Structure (XYZ):
```
23
Properties=species:S:1:pos:R:3:lowdin_spin:R:1
H 0.02291 -2.21096 -0.70192 0.001
H -0.67301 -1.30676 1.32453 0.003
H -3.54688 -0.03431 0.32860 0.000
H -0.77612 2.19285 -2.27710 0.000
H -1.74301 0.77094 -0.64506 0.004
H 2.74696 -1.20737 -0.56019 0.017
H 0.99300 -0.93354 1.84247 -0.001
N 1.81447 -1.11471 -0.94498 0.693
H -0.28805 0.15573 -1.58329 0.010
H 1.07468 -2.77542 0.44476 0.037
H 1.77510 -1.34809 -1.88681 0.020
H 1.65393 0.92605 -0.41049 0.007
O -2.91347 -0.05194 1.05117 0.002
C 0.19708 -0.83749 0.94183 0.047
C 0.76860 -1.82126 -0.07176 0.078
C -0.10269 0.67909 0.56821 0.005
C -0.69050 0.81528 -0.86946 0.019
H 1.54668 1.63852 1.44298 0.000
O -0.26865 2.08842 -1.41720 0.018
H -0.81118 1.15558 1.32870 0.007
N 1.29024 1.48636 0.43645 0.033
H 1.29856 2.50874 -0.00139 0.001
H -3.36864 -0.77570 1.65992 0.000
```

Properties
relative energy (zero: lowest compared OMol25 entry of this formula, charge and spin): 385.0 kJ/mol
DFT total energy: -11444.82544 eV
HOMO level (spin up / spin down): -18.396 / -18.375 eV
net charge: +2
spin multiplicity: 2
<S²>: 0.755
frontier orbital gap (spin up / spin down): 0.4160 / 0.1799 Eh


A molecular structure, C4H15N2O5. Source: OMol25; level of theory: wB97M-V/def2-TZVPD.

Structure (XYZ):
```
26
Properties=species:S:1:pos:R:3:mulliken_charge:R:1
O 1.37497 -2.38728 -0.71667 -0.825
H 2.06778 -1.52836 -2.22789 0.441
H 0.36475 -2.48370 -0.83794 0.512
H 0.81706 3.00130 -1.62512 0.283
C -1.42911 -0.77508 1.71486 -0.324
C 0.73864 1.41552 0.51929 0.543
C -0.96316 0.61921 2.18553 -0.742
H -2.18275 -1.10065 2.46160 0.248
C -0.35153 1.83865 -0.44397 -0.587
H -1.58384 -1.66831 -0.26678 0.434
H -0.92923 2.61838 0.01581 0.347
N 0.38921 0.99423 1.75893 -0.108
H 1.47990 -1.69634 -0.04244 0.265
H 0.55358 1.52054 -2.24250 0.274
H -0.96727 0.67240 3.27695 0.414
H -0.55809 -1.45248 1.79835 0.219
O -1.96712 -0.74433 0.44881 -0.777
O -1.18454 -2.50890 -0.95913 -0.916
N 0.12069 2.28260 -1.73573 -0.659
H -1.66412 1.35797 1.80463 0.251
H 1.15180 0.66596 2.32300 0.257
O 2.48542 -0.85057 -2.82005 -0.707
H -1.37823 -2.15258 -1.83757 0.271
H 2.74725 -0.14117 -2.20853 0.283
H -1.06188 1.02749 -0.55122 0.304
O 1.92980 1.47548 0.20776 -0.699
```

Properties
relative energy (zero: lowest compared OMol25 entry of this formula, charge and spin): 135.4 kJ/mol
DFT total energy: -17611.15993 eV
HOMO level: -4.937 eV
net charge: -1
frontier orbital gap: 0.3100 Eh


2 unconnected molecules or ions with the total composition C4H15N2OS. Source: OMol25; level of theory: wB97M-V/def2-TZVPD.

Structure (XYZ):
```
23
Properties=species:S:1:pos:R:3:mulliken_charge:R:1
H 0.04082 2.15610 -0.50025 0.325
H -3.25250 2.12545 0.20781 0.370
H 2.40013 2.13136 1.91717 0.327
H -2.13506 0.10224 -1.64285 0.336
O 1.90293 1.29756 2.20133 -0.648
N -3.04437 1.11183 0.02553 -0.379
H 1.97643 0.03709 0.22031 0.341
H -2.08707 1.81472 -1.94955 0.371
H 0.15442 0.38171 -1.22216 -0.057
S 1.29257 -1.72845 -1.50451 -0.227
C -1.94517 1.04058 -1.12009 -0.752
H -0.79614 -1.80804 0.62528 0.189
C -0.01920 -0.85227 0.87983 -0.552
H -2.81109 0.64469 0.93940 0.334
C 1.39894 -0.95454 0.16834 -0.760
H 1.17076 -3.10282 -1.40117 0.172
H -0.10876 1.00175 1.66011 0.268
N -0.53081 0.48995 0.84776 -0.257
H 2.05802 -1.57497 0.80042 0.398
H -3.88595 0.59682 -0.34810 0.378
H 2.75293 0.81863 2.35067 0.322
C -0.51810 1.07349 -0.46602 0.071
H 0.14594 -1.10605 1.91899 0.429
```

Properties
relative energy (zero: lowest compared OMol25 entry of this formula, charge and spin): 262.0 kJ/mol
DFT total energy: -20245.64080 eV
HOMO level: -11.749 eV
net charge: +1
frontier orbital gap: 0.3093 Eh


3 unconnected molecules or ions with the total composition C4H15N3O. Source: OMol25; level of theory: wB97M-V/def2-TZVPD.

Structure (XYZ):
```
23
Properties=species:S:1:pos:R:3:mulliken_charge:R:1
O -3.03526 0.11518 -0.56818 -0.685
H -3.69454 -0.55549 -0.26014 0.290
H -0.74895 0.31375 0.91974 0.569
H -0.37983 1.41372 -1.88104 0.258
C 0.34700 -1.64113 -0.78689 -0.403
H 3.33063 0.41929 0.75336 0.207
H 0.65960 2.89958 0.52090 0.392
H -2.19009 -0.28176 -1.03363 0.477
H 0.59335 -2.58533 1.06104 0.295
C -0.40508 1.15795 0.34696 -0.517
H -0.16247 -2.68985 -0.99759 0.345
C 0.59097 1.93220 1.02704 -0.965
N 2.57890 0.05630 1.22139 -0.815
H 1.36105 -1.54868 -1.13380 0.345
H 1.14150 0.71402 -0.99185 0.469
H 1.48772 1.20688 1.11784 0.094
H 2.89043 0.29883 2.17467 0.206
N -0.43689 -0.64131 -1.38983 -0.463
H 0.20210 2.16968 2.01527 0.411
H -1.24942 1.81738 0.41549 0.488
N 0.24919 -1.72582 0.66488 -0.524
H 0.88291 -1.03661 1.13567 0.176
C 0.03706 0.66745 -1.04471 -0.650
```

Properties
relative energy (zero: lowest compared OMol25 entry of this formula, charge and spin): 822.6 kJ/mol
DFT total energy: -10901.01398 eV
HOMO level: -7.496 eV
frontier orbital gap: 0.1490 Eh